# 1
Computed, not measured: a structure of composition C23H41N2OP3Pr at a distorted geometry, with the ωB97M-V functional and the def2-TZVPD basis.

Computed properties:
**⟨S²⟩**: 2.004
**Net charge**: +3
**Frontier orbital gap (alpha / beta)**: 0.181 / 0.198 Eh
**Multiplicity**: 3

Each line ends with the Mulliken charge.
Geometry (Å):
Pr1 -0.03585 -0.05278 0.47977  0.221
P1 0.52344 -2.73232 -0.36470  0.892
P2 2.69617 -0.22145 1.51297  0.942
P3 -2.91110 0.38048 0.15909  0.923
H1 1.87159 2.90622 -0.11121  0.478
C1 0.79054 3.08935 -0.01438  -0.706
C2 0.22465 3.47335 1.15441  -0.713
H2 0.80773 3.54730 2.07572  0.420
C3 1.20372 -2.39466 -2.05507  -1.248
C4 1.65541 -4.09943 0.10045  -1.319
C5 -0.95703 -3.65430 -0.93474  -1.193
C6 3.09081 1.31328 2.45159  -1.038
C7 3.31302 -1.51333 2.66897  -1.183
C8 4.01790 -0.26603 0.24613  -1.241
C9 -3.53822 2.07421 0.48081  -1.064
C10 -4.33336 -0.74981 0.35194  -1.170
C11 -2.95532 0.45222 -1.67853  -1.159
H3 0.20767 3.05422 -0.94717  0.395
H4 -0.81802 3.80279 1.20344  0.420
H5 1.36253 -3.38438 -2.50958  0.488
H6 2.15455 -1.84537 -2.01689  0.321
H7 0.53070 -1.82377 -2.70907  0.337
H8 1.65347 -4.90819 -0.65222  0.483
H9 1.33880 -4.52199 1.06337  0.442
H10 2.68587 -3.73107 0.21221  0.351
H11 -0.65736 -4.48592 -1.58935  0.452
H12 -1.61915 -2.98069 -1.49751  0.351
H13 -1.51768 -4.04454 -0.08029  0.414
H14 4.16457 1.54742 2.34713  0.441
H15 2.84101 1.18546 3.51617  0.364
H16 2.50110 2.16148 2.06929  0.118
H17 4.41390 -1.46807 2.72756  0.489
H18 2.99549 -2.50313 2.30131  0.222
H19 2.89561 -1.36642 3.67716  0.308
H20 5.01170 -0.36788 0.71620  0.469
H21 3.98434 0.65388 -0.35813  0.379
H22 3.84100 -1.12319 -0.42483  0.321
H23 -4.15414 2.41076 -0.36349  0.442
H24 -2.69675 2.77360 0.59094  0.144
H25 -4.13789 2.11450 1.39753  0.410
H26 -5.10399 -0.52733 -0.39932  0.425
H27 -4.77445 -0.68534 1.35297  0.407
H28 -3.98020 -1.77838 0.19060  0.346
H29 -4.00161 0.58415 -2.00041  0.531
H30 -2.56952 -0.48372 -2.10729  0.395
H31 -2.32616 1.27315 -2.05000  -0.029
C12 -0.56051 1.37409 -4.19353  0.789
C13 0.15105 0.57714 -5.12689  -0.418
C14 0.06981 0.92914 -6.48854  -0.625
C15 -0.79419 1.95933 -6.89425  -0.526
C16 -1.63632 2.59528 -5.97269  -0.591
C17 -1.55499 2.27202 -4.60381  -0.272
O1 -0.28903 1.32429 -2.81452  -0.069
H32 0.51666 0.77874 -2.66419  0.123
H33 0.74020 -0.27871 -4.77789  0.207
H34 0.67319 0.36563 -7.21181  0.388
H35 -0.81684 2.22133 -7.95632  0.400
H36 -2.36071 3.33589 -6.32039  0.393
H37 -2.23433 2.71516 -3.86647  0.357
N1 -0.14762 -0.05530 8.35822  -0.294
C18 -0.14713 -0.07361 7.18449  -0.366
C19 -0.10323 -0.09127 5.75081  0.675
C20 0.36640 -1.20269 5.04485  -0.579
C21 0.26299 -1.22110 3.65843  -0.656
N2 -0.15516 -0.14361 2.92701  0.376
C22 -0.58214 0.96026 3.62143  -0.234
C23 -0.57675 1.00255 5.01661  -0.736
H38 0.81276 -2.05187 5.56166  0.565
H39 0.55375 -2.09546 3.06815  0.657
H40 -0.95528 1.80156 3.00712  0.430
H41 -0.92209 1.91692 5.50896  0.529

# 2
Computed, not measured: a cluster of 10 separate species, C38H76Br2O18 in total at a distorted geometry, with the ωB97M-V functional and the def2-TZVPD basis.

Computed properties:
**Net charge**: 0
**SMILES string**: CCOC(C)=O.CCOC(C)=O.CCOC(C)=O.CCOC(C)=O.CCOC(C)=O.CCOC(C)=O.CCOC(C)=O.CCOC(C)=O.CCOC(C)=O.BrCCBr
**Frontier orbital gap**: 0.377 Eh
**Multiplicity**: 1

Each line ends with the Mulliken charge.
Geometry (Å):
C1 -2.09950 2.01702 1.86081  -1.105
C2 -0.88633 1.40994 1.28657  -0.255
O1 0.10132 1.00844 2.25249  -0.244
C3 1.39439 0.94313 1.89509  0.688
C4 2.27681 0.97410 3.05483  -0.933
O2 1.80350 0.72763 0.75544  -0.589
H1 -2.75267 2.40445 1.07892  0.358
H2 -1.87006 2.89078 2.47073  0.291
H3 -2.63799 1.26140 2.43280  0.284
H4 -1.07066 0.55437 0.63687  0.307
H5 -0.40794 2.08435 0.57634  0.326
H6 1.98094 1.78791 3.71686  0.301
H7 3.30255 1.14213 2.72661  0.330
H8 2.23137 -0.02508 3.48805  0.240
C5 5.52657 -3.90684 -8.90611  -1.218
C6 5.93840 -3.90606 -7.45496  -0.057
O3 4.79948 -4.12253 -6.59856  -0.314
C7 5.08240 -4.06798 -5.20161  0.689
C8 3.91519 -4.29772 -4.28633  -0.993
O4 6.23830 -3.96444 -4.75177  -0.551
H9 5.26738 -4.93824 -9.14510  0.313
H10 6.32857 -3.66966 -9.60514  0.373
H11 4.70361 -3.29132 -9.26942  0.317
H12 6.80792 -4.52575 -7.23587  0.311
H13 6.14325 -2.86796 -7.19326  0.213
H14 4.23867 -4.03348 -3.27954  0.331
H15 3.71628 -5.36175 -4.15831  0.273
H16 2.96835 -3.81653 -4.53143  0.313
C9 -4.36072 -0.62634 -5.97299  -1.137
C10 -5.50807 -1.69142 -6.11354  -0.216
O5 -6.35220 -1.51815 -4.96592  -0.222
C11 -7.47644 -2.21282 -4.77157  0.681
C12 -8.16767 -1.68728 -3.54654  -0.940
O6 -8.03041 -2.90850 -5.66265  -0.599
H17 -4.71285 0.38758 -6.16297  0.298
H18 -3.46432 -0.64365 -6.59289  0.374
H19 -4.05490 -0.57898 -4.92785  0.302
H20 -6.09269 -1.62966 -7.03142  0.322
H21 -4.96069 -2.63213 -6.05404  0.259
H22 -8.63662 -0.72062 -3.73026  0.254
H23 -7.43958 -1.52373 -2.75205  0.316
H24 -8.93646 -2.42323 -3.31106  0.308
C13 7.43641 -6.87475 2.84476  -1.095
C14 5.93225 -6.97501 3.28388  -0.267
O7 5.59689 -8.17470 3.89698  -0.324
C15 4.26669 -8.71550 3.66753  0.717
C16 3.92114 -9.88727 4.59329  -0.978
O8 3.52952 -8.38086 2.79936  -0.486
H25 7.55862 -7.76132 2.22255  0.306
H26 8.08025 -6.82023 3.72260  0.273
H27 7.67981 -6.01667 2.21822  0.359
H28 5.65851 -6.14212 3.93154  0.306
H29 5.37218 -6.84375 2.35804  0.311
H30 3.12258 -10.51895 4.20419  0.325
H31 3.53868 -9.40104 5.49073  0.248
H32 4.72167 -10.58494 4.83932  0.305
C17 -7.00591 5.10447 -3.57038  -1.154
C18 -6.67766 6.41868 -2.82430  -0.249
O9 -5.25217 6.62691 -2.66039  -0.277
C19 -4.72854 7.75561 -2.99706  0.795
C20 -3.20410 7.64031 -2.92839  -0.989
O10 -5.32284 8.76481 -3.46528  -0.607
H33 -6.83471 5.16375 -4.64520  0.321
H34 -8.07205 4.87776 -3.57712  0.367
H35 -6.46237 4.23022 -3.21211  0.301
H36 -7.22180 7.20702 -3.34443  0.313
H37 -7.20832 6.36701 -1.87361  0.304
H38 -2.97515 7.44394 -1.88096  0.289
H39 -2.75926 8.61145 -3.14544  0.318
H40 -2.79329 6.90328 -3.61840  0.269
C21 0.37666 -3.43699 8.59227  -1.086
C22 -0.28516 -2.31679 9.32577  -0.248
O11 -0.66546 -1.21678 8.42366  -0.292
C23 -0.75919 0.06097 8.84703  0.726
C24 -1.56521 1.01489 7.90158  -0.966
O12 -0.40436 0.44590 9.98263  -0.575
H41 -0.13564 -3.70596 7.66853  0.295
H42 0.50388 -4.30836 9.23463  0.353
H43 1.31944 -2.99440 8.27073  0.286
H44 -1.16974 -2.65378 9.86619  0.313
H45 0.36463 -1.99294 10.13879  0.311
H46 -1.82421 1.94378 8.40970  0.339
H47 -2.61765 0.74520 7.81368  0.305
H48 -1.09312 1.17918 6.93296  0.241
C25 8.47959 7.77652 3.38964  -1.133
C26 7.31500 8.55432 3.94285  -0.172
O13 7.80645 9.70984 4.59312  -0.265
C27 6.89929 10.50440 5.25268  0.655
C28 7.56918 11.54864 6.11644  -0.957
O14 5.69728 10.41458 5.27469  -0.539
H49 8.19595 6.74580 3.17688  0.346
H50 9.37328 7.69901 4.00885  0.316
H51 8.78936 8.23075 2.44845  0.288
H52 6.69043 8.91767 3.12675  0.264
H53 6.68418 7.91904 4.56460  0.308
H54 6.75111 12.02983 6.65248  0.304
H55 8.14430 12.23985 5.50033  0.284
H56 8.40396 11.10873 6.66208  0.300
C29 -13.99634 -1.60603 4.49509  -1.074
C30 -12.83701 -0.82844 3.89861  -0.295
O15 -11.69080 -1.63157 3.75109  -0.285
C31 -10.45350 -1.10344 3.85615  0.678
C32 -9.44146 -2.13828 3.97677  -0.935
O16 -10.06995 0.01946 4.07618  -0.548
H57 -14.23893 -2.45452 3.85533  0.299
H58 -14.84242 -0.92058 4.44600  0.351
H59 -13.91590 -1.92570 5.53405  0.292
H60 -13.00592 -0.30666 2.95665  0.316
H61 -12.60069 0.01425 4.54832  0.328
H62 -9.46175 -2.79031 3.10353  0.294
H63 -9.54574 -2.63832 4.93968  0.256
H64 -8.49165 -1.60667 4.03494  0.323
C33 6.18665 2.71504 -6.79633  -1.120
C34 7.68185 2.65498 -6.69259  -0.180
O17 8.20153 2.93951 -7.95986  -0.279
C35 9.41031 3.56753 -8.14033  0.693
C36 9.65341 4.02188 -9.57445  -0.998
O18 10.24616 3.85065 -7.29768  -0.539
H65 5.71133 2.41555 -5.86227  0.365
H66 5.95548 2.11482 -7.67633  0.296
H67 5.82462 3.73987 -6.87849  0.302
H68 7.99902 3.46803 -6.03956  0.286
H69 7.94554 1.67179 -6.30285  0.277
H70 10.45512 4.75374 -9.67316  0.330
H71 8.80850 4.51511 -10.05503  0.307
H72 9.93602 3.16963 -10.19242  0.260
Br1 -3.38065 -5.72767 -0.42915  -0.171
C37 -3.39524 -7.77203 -0.49450  -0.606
C38 -4.83851 -8.19159 -0.89377  -0.586
Br2 -5.03833 -10.14704 -1.14917  -0.165
H73 -2.94444 -8.15237 0.42213  0.404
H74 -2.68856 -8.23835 -1.18099  0.382
H75 -5.10224 -7.76719 -1.86249  0.358
H76 -5.62330 -7.86745 -0.21029  0.384

# 3
Computed, not measured: an isolated molecule of C2H4N2OS at a distorted geometry, with the ωB97M-V functional and the def2-TZVPD basis.

Computed properties:
**Net charge**: 0
**SMILES string**: NN(C=O)C=S
**Frontier orbital gap**: 0.305 Eh
**Multiplicity**: 1

Each line ends with the Mulliken charge.
Geometry (Å):
N1 -1.33639 0.09727 -0.47814  -0.759
N2 -0.01947 0.09549 -0.03016  0.309
C1 0.38127 -1.07533 0.60445  -0.002
O1 1.51632 -1.31592 0.82854  -0.435
C2 0.79806 1.16470 -0.35799  -0.112
S1 2.30754 1.53706 0.19086  -0.220
H1 -1.88973 -0.00044 0.35554  0.272
H2 -1.49405 -0.73151 -1.02362  0.271
H3 -0.47462 -1.73355 0.79924  0.383
H4 0.21105 1.96223 -0.88871  0.293

# 4
Computed, not measured: a structure of composition C10H23CaNO6 at a distorted geometry, with the ωB97M-V functional and the def2-TZVPD basis.

Computed properties:
**Net charge**: -2
**Frontier orbital gap**: 0.115 Eh
**Multiplicity**: 1

Each line ends with the Mulliken charge.
Geometry (Å):
Ca1 -1.87049 -12.89287 -5.12841  1.756
O1 -2.73028 -14.88235 -4.05900  -0.397
C1 -3.69216 -15.95422 -3.83820  -0.574
C2 -3.21466 -17.17666 -2.94281  -0.826
O2 -2.73233 -16.90701 -1.63796  -0.989
H1 -4.06384 -16.33872 -4.78800  0.151
H2 -4.56044 -15.46162 -3.40056  0.167
H3 -2.48933 -17.80039 -3.46527  0.183
H4 -4.04456 -17.88172 -2.89540  0.308
O3 -0.69732 -12.64640 -3.06688  -0.856
C3 0.50833 -11.92899 -3.42993  -0.494
C4 0.32638 -10.87083 -4.59836  -0.456
O4 -0.52119 -11.15812 -5.71485  -0.943
H5 1.28238 -12.65022 -3.69218  0.097
H6 1.02624 -11.31536 -2.69282  0.400
H7 1.35386 -10.66172 -4.89612  0.352
H8 -0.00808 -9.92647 -4.16890  0.250
C5 -3.89074 -10.34959 -4.85660  -0.829
O5 -3.79641 -11.72047 -4.69921  -0.352
C6 -4.85481 -12.57718 -5.30106  -0.361
C7 -4.55401 -12.87231 -6.75088  -0.682
N1 -3.21835 -13.19380 -7.20576  -0.430
C8 -2.95522 -14.63936 -7.35656  -0.279
C9 -1.45933 -14.83933 -7.63962  -0.748
O6 -0.73058 -14.40372 -6.50325  -0.136
C10 0.60845 -14.93553 -6.33528  -0.938
H9 -4.77685 -10.02597 -4.31055  0.272
H10 -3.90596 -10.12448 -5.92300  0.363
H11 -2.96848 -9.92993 -4.45482  0.162
H12 -5.76662 -11.98691 -5.21000  0.530
H13 -4.97043 -13.46171 -4.67469  -0.014
H14 -4.77785 -11.98811 -7.34769  0.494
H15 -5.09073 -13.79297 -6.97985  0.320
H16 -3.17343 -12.79665 -8.13331  0.216
H17 -3.46568 -15.05399 -8.22582  0.473
H18 -3.20785 -15.15862 -6.43209  0.007
H19 -1.02523 -14.38756 -8.53156  0.435
H20 -1.28511 -15.87718 -7.92355  0.485
H21 1.06675 -14.60945 -5.40161  0.162
H22 1.17579 -14.50389 -7.15984  0.378
H23 0.83056 -16.00032 -6.26457  0.342